7
Properties=species:S:1:pos:R:3:forces:R:3 method="wB97M-V/def2-TZVPD" charge=-2 homo_ev="0.2649 / 0.2641" de_lowest_kcal_mol=16.32
N 0.5491 -0.6225 -0.5716 1.768 -1.132 -2.392
O 0.2179 0.5583 1.8320 -0.242 -0.787 -1.159
O 0.3484 -0.6809 -1.8043 -0.665 -0.504 1.247
O -1.7114 0.9224 0.1835 -0.279 -0.745 -0.513
P -0.3293 0.4374 0.4338 -0.639 2.272 2.624
Cl 0.0093 -2.4186 0.5664 -0.632 -1.181 0.485
Cl 0.9161 1.8039 -0.6398 0.688 2.077 -0.291